## w
Formula: H3NO3Si
Source: the Open Molecules 2025 dataset
Level of theory: ωB97M-V/def2-TZVPD

LUMO energy, eV: 0.12
HOMO level, eV: -10.30

Each atom is followed by the atoms it is bonded to, with distances in Å.
Positions of all 8 atoms, in Å:
1 Si 0.5775 0.1606 0.3470  O3 1.578, N5 1.949, H6 1.472, H8 1.582
2 O -0.5852 1.1712 -1.7954  N5 1.221
3 O -0.0779 -0.8417 1.3741  Si1 1.578, H7 0.960
4 O -1.5078 -0.7136 -1.3010  N5 1.209
5 N -0.7685 0.2123 -1.0620  Si1 1.949, O2 1.221, O4 1.209
6 H 1.8486 -0.2220 -0.2897  Si1 1.472
7 H -0.0459 -1.4821 2.0889  O3 0.960
8 H 0.5592 1.7154 0.6380  Si1 1.582



## x
Formula: H3NO3Si
Source: the Open Molecules 2025 dataset
Level of theory: ωB97M-V/def2-TZVPD

LUMO energy, eV: -0.28
HOMO level, eV: -10.80

Each atom is followed by the atoms it is bonded to, with distances in Å.
Positions of all 8 atoms, in Å:
1 Si 1.4592 0.0063 0.0384  O3 1.965, H6 1.452, H7 1.506, H8 1.465
2 O -1.5537 0.6495 -1.0122  N5 1.195
3 O -0.4080 -0.2670 0.5856  Si1 1.965, N5 1.453
4 O -2.7310 -0.3171 0.5138  N5 1.207
5 N -1.6983 -0.0282 -0.0391  O2 1.195, O3 1.453, O4 1.207
6 H 1.4681 -1.4307 0.2434  Si1 1.452
7 H 1.4934 0.4679 -1.3943  Si1 1.506
8 H 1.9702 0.9192 1.0644  Si1 1.465



Most stable pick: w. Distance to second place: 2.945 eV.



## w
Formula: C22H31N5O3S2
Source: the Open Molecules 2025 dataset
Level of theory: ωB97M-V/def2-TZVPD

LUMO energy, eV: 0.20
HOMO level, eV: -9.01

Each atom is followed by the atoms it is bonded to, with distances in Å.
Positions of all 63 atoms, in Å:
1 S -4.9623 -1.6990 -1.0868  C16 1.846, C27 1.753
2 S 4.2771 -0.8217 1.7583  O3 1.433, O5 1.433, N8 1.660, C26 1.797
3 O 4.7000 -2.1890 1.8238  S2 1.433
4 O -3.9690 -0.8426 2.1388  C13 1.222
5 O 4.4020 0.0024 2.9236  S2 1.433
6 N -4.9098 0.9021 1.0815  C13 1.335, C20 1.451, C22 1.456
7 N -1.8514 0.5193 -0.8212  N9 1.331, C19 1.315
8 N 5.1220 -0.0987 0.5261  S2 1.660, C28 1.448, C31 1.444
9 N -3.1106 0.2913 -1.1891  N7 1.331, C27 1.304
10 N -2.3190 -1.5587 -0.3056  C19 1.364, C21 1.440, C27 1.365
11 C 2.0658 -1.8691 0.5077  C18 1.384, C26 1.381, H62 1.079
12 C -0.0129 -0.6930 0.2274  C17 1.396, C18 1.394, C19 1.454
13 C -4.7807 -0.4010 1.3392  O4 1.222, N6 1.335, C16 1.519
14 C 5.1649 0.7499 -2.6525  C25 1.526, C29 1.529, H35 1.093, H57 1.093
15 C 1.7985 0.3381 1.4310  C17 1.381, C26 1.383, H41 1.078
16 C -5.6946 -1.3388 0.5688  S1 1.846, C13 1.519, H44 1.090, H63 1.087
17 C 0.5094 0.3897 0.9371  C12 1.396, C15 1.381, H39 1.078
18 C 0.7746 -1.8223 0.0109  C11 1.384, C12 1.394, H46 1.079
19 C -1.3662 -0.5828 -0.2937  N7 1.315, N10 1.364, C12 1.454
20 C -5.7265 1.5228 0.0548  N6 1.451, C30 1.527, H37 1.098, H58 1.091
21 C -2.2933 -2.8817 0.2631  N10 1.440, C23 1.525, H36 1.092, H45 1.094
22 C -4.0251 1.8637 1.7240  N6 1.456, C32 1.523, H34 1.092, H55 1.095
23 C -2.2614 -3.9581 -0.8168  C21 1.525, H33 1.086, H47 1.088, H51 1.088
24 C 4.1887 1.9469 -0.6091  C25 1.528, C31 1.532, H60 1.092, H61 1.092
25 C 4.9036 2.0811 -1.9528  C14 1.526, C24 1.528, H43 1.093, H56 1.093
26 C 2.5650 -0.7925 1.2147  S2 1.797, C11 1.381, C15 1.383
27 C -3.3972 -0.9402 -0.8695  S1 1.753, N9 1.304, N10 1.365
28 C 5.1412 -0.8788 -0.6932  N8 1.448, C29 1.527, H52 1.102, H54 1.093
29 C 5.9614 -0.2547 -1.8197  C14 1.529, C28 1.527, H40 1.089, H42 1.092
30 C -5.0710 2.8874 -0.1418  C20 1.527, C32 1.526, H38 1.090, H59 1.088
31 C 5.0882 1.3440 0.4739  N8 1.444, C24 1.532, H49 1.096, H50 1.091
32 C -4.5495 3.2141 1.2550  C22 1.523, C30 1.526, H48 1.091, H53 1.087
33 H -2.2205 -4.9381 -0.3501  C23 1.086
34 H -4.0511 1.7243 2.8065  C22 1.092
35 H 5.7129 0.9517 -3.5759  C14 1.093
36 H -1.4189 -2.9478 0.9138  C21 1.092
37 H -6.7593 1.6262 0.4116  C20 1.098
38 H -4.2352 2.7817 -0.8330  C30 1.090
39 H -0.1087 1.2602 1.0882  C17 1.078
40 H 6.8562 0.2119 -1.4093  C29 1.089
41 H 2.2175 1.1544 1.9971  C15 1.078
42 H 6.2824 -1.0644 -2.4783  C29 1.092
43 H 4.2975 2.7035 -2.6153  C25 1.093
44 H -5.7728 -2.2852 1.1034  C16 1.090
45 H -3.1860 -2.9948 0.8848  C21 1.094
46 H 0.3977 -2.6508 -0.5687  C18 1.079
47 H -1.3911 -3.8410 -1.4595  C23 1.088
48 H -5.3657 3.5484 1.8973  C32 1.091
49 H 6.1116 1.7131 0.3381  C31 1.096
50 H 4.7617 1.6522 1.4680  C31 1.091
51 H -3.1541 -3.9022 -1.4356  C23 1.088
52 H 4.1168 -1.0550 -1.0590  C28 1.102
53 H -3.7728 3.9746 1.2482  C32 1.087
54 H 5.5621 -1.8454 -0.4067  C28 1.093
55 H -2.9992 1.6958 1.3786  C22 1.095
56 H 5.8531 2.5982 -1.7945  C25 1.093
57 H 4.2103 0.2964 -2.9316  C14 1.093
58 H -5.7160 0.9395 -0.8667  C20 1.091
59 H -5.7675 3.6297 -0.5246  C30 1.088
60 H 3.8858 2.9431 -0.2807  C24 1.092
61 H 3.2830 1.3476 -0.7211  C24 1.092
62 H 2.6924 -2.7365 0.3709  C11 1.079
63 H -6.6838 -0.9211 0.3964  C16 1.087



## x
Formula: C22H31N5O3S2
Source: the Open Molecules 2025 dataset
Level of theory: ωB97M-V/def2-TZVPD

LUMO energy, eV: -0.12
HOMO level, eV: -8.38

Each atom is followed by the atoms it is bonded to, with distances in Å.
Positions of all 63 atoms, in Å:
1 S 2.7781 -2.2714 1.2103  C13 1.732, C27 1.815
2 S -4.8134 0.8853 -0.1575  O3 1.432, O5 1.433, N8 1.665, C19 1.799
3 O -5.3049 1.6232 -1.2823  S2 1.432
4 O 1.4047 1.6536 2.1134  C26 1.211
5 O -5.5993 0.8145 1.0385  S2 1.433
6 N 1.2847 -0.6118 -0.3650  N9 1.346, C13 1.305
7 N 0.2730 -2.4821 0.1934  C13 1.368, C17 1.434, C30 1.370
8 N -4.6005 -0.6835 -0.6739  S2 1.665, C23 1.441, C25 1.438
9 N 0.0460 -0.5989 -0.8914  N6 1.346, C30 1.303
10 N 5.7011 0.0350 -0.3225  C16 1.451, C18 1.453, C20 1.444
11 C -1.9992 -2.0035 -0.8360  C24 1.535, C30 1.493, C31 1.543, H51 1.097
12 C -0.5078 1.9985 0.7816  C26 1.491, C28 1.396, C32 1.394
13 C 1.4139 -1.7334 0.2896  S1 1.732, N6 1.305, N7 1.368
14 C 6.8426 2.0655 -0.4402  C16 1.527, C22 1.539, H34 1.088, H49 1.089
15 C -2.6906 1.3113 1.5484  C19 1.383, C28 1.383, H38 1.079
16 C 5.4667 1.4587 -0.1728  N10 1.451, C14 1.527, H33 1.105, H45 1.090
17 C 0.0601 -3.7758 0.7734  N7 1.434, H40 1.089, H54 1.092, H59 1.091
18 C 6.5154 -0.0867 -1.5202  N10 1.453, C22 1.534, H35 1.092, H46 1.104
19 C -3.1800 1.5065 0.2700  S2 1.799, C15 1.383, C29 1.382
20 C 4.5111 -0.7832 -0.3474  N10 1.444, C27 1.523, H36 1.095, H55 1.105
21 C 1.8274 2.6583 0.0000  C26 1.502, H43 1.087, H52 1.089, H60 1.086
22 C 7.4789 1.1056 -1.4606  C14 1.539, C18 1.534, H47 1.088, H63 1.089
23 C -4.0197 -0.9255 -1.9700  N8 1.441, C24 1.529, H44 1.097, H50 1.090
24 C -2.4953 -1.0382 -1.9217  C11 1.535, C23 1.529, H58 1.088, H61 1.091
25 C -4.2648 -1.6856 0.3018  N8 1.438, C31 1.530, H37 1.096, H42 1.090
26 C 0.9519 2.0778 1.0731  O4 1.211, C12 1.491, C21 1.502
27 C 3.8700 -0.8328 1.0334  S1 1.815, C20 1.523, H53 1.088, H57 1.090
28 C -1.3537 1.5587 1.8013  C12 1.396, C15 1.383, H48 1.080
29 C -2.3804 2.0303 -0.7279  C19 1.382, C32 1.384, H39 1.079
30 C -0.5626 -1.7040 -0.5640  N7 1.370, N9 1.303, C11 1.493
31 C -2.7541 -1.8265 0.4979  C11 1.543, C25 1.530, H41 1.090, H62 1.091
32 C -1.0424 2.2769 -0.4753  C12 1.394, C29 1.384, H56 1.077
33 H 4.7328 1.8236 -0.9132  C16 1.105
34 H 6.7713 3.0848 -0.8151  C14 1.088
35 H 7.0330 -1.0479 -1.5157  C18 1.092
36 H 4.8186 -1.7950 -0.6308  C20 1.095
37 H -4.6910 -2.6381 -0.0349  C25 1.096
38 H -3.3604 0.9528 2.3153  C15 1.079
39 H -2.8185 2.2220 -1.6953  C29 1.079
40 H -0.7133 -4.3042 0.2183  C17 1.089
41 H -2.3720 -0.9329 0.9917  C31 1.090
42 H -4.7491 -1.3964 1.2350  C25 1.090
43 H 2.8298 2.8088 0.3918  C21 1.087
44 H -4.4574 -1.8520 -2.3605  C23 1.097
45 H 5.0982 1.6792 0.8293  C16 1.090
46 H 5.8955 -0.0324 -2.4322  C18 1.104
47 H 8.4674 0.7913 -1.1315  C22 1.088
48 H -0.9304 1.3818 2.7794  C28 1.080
49 H 7.4240 2.0772 0.4804  C14 1.089
50 H -4.3246 -0.0993 -2.6124  C23 1.090
51 H -2.1173 -3.0379 -1.1806  C11 1.097
52 H 1.8649 1.9371 -0.8152  C21 1.089
53 H 3.2660 0.0457 1.2512  C27 1.088
54 H -0.2395 -3.6833 1.8197  C17 1.092
55 H 3.7664 -0.4292 -1.0827  C20 1.105
56 H -0.4163 2.6392 -1.2729  C32 1.077
57 H 4.6373 -0.9623 1.7961  C27 1.090
58 H -2.0563 -0.0632 -1.7214  C24 1.088
59 H 0.9913 -4.3418 0.7306  C17 1.091
60 H 1.4314 3.6002 -0.3685  C21 1.086
61 H -2.1263 -1.3716 -2.8925  C24 1.091
62 H -2.5603 -2.6802 1.1496  C31 1.091
63 H 7.5812 1.5695 -2.4406  C22 1.089



Most stable pick: w. Distance to second place: 0.664 eV.



## w
Formula: CH12NO3
Source: the Open Molecules 2025 dataset
Level of theory: ωB97M-V/def2-TZVPD

LUMO energy, eV: -2.88
Charge: +1
HOMO level, eV: -15.29

Each atom is followed by the atoms it is bonded to, with distances in Å.
Positions of all 17 atoms, in Å:
1 O -0.4895 -2.1372 2.1292  H6 0.965, H16 0.973
2 O -0.7803 2.7348 0.5281  H14 0.964, H17 0.964
3 O 0.4021 -0.2923 -3.2246  H10 0.963, H13 0.963
4 N -0.3590 -0.2957 -0.0037  C5 1.551, H7 1.017, H12 1.025, H15 1.041
5 C 1.0850 0.0573 0.4374  N4 1.551, H8 1.082, H9 1.086, H11 1.079
6 H -0.2729 -3.0762 2.0741  O1 0.965
7 H -0.3788 -0.7383 -0.9192  N4 1.017
8 H 1.6363 -0.7499 -0.0261  C5 1.082
9 H 1.1200 -0.0850 1.5136  C5 1.086
10 H 0.0114 0.3789 -3.7947  O3 0.963
11 H 1.2002 1.1140 0.2535  C5 1.079
12 H -1.0461 0.4617 0.0623  N4 1.025
13 H 0.6803 -0.9892 -3.8281  O3 0.963
14 H -0.9661 3.3993 1.2011  O2 0.964
15 H -0.5751 -0.9517 0.7747  N4 1.041
16 H -1.0677 -2.0335 2.9053  O1 0.973
17 H -0.1997 3.2028 -0.0830  O2 0.964



## x
Formula: CH12NO3
Source: the Open Molecules 2025 dataset
Level of theory: ωB97M-V/def2-TZVPD

LUMO energy, eV: -2.99
Charge: +1
HOMO level, eV: -15.70

Each atom is followed by the atoms it is bonded to, with distances in Å.
Positions of all 17 atoms, in Å:
1 O 2.2181 2.0622 -0.3343  H15 0.947, H17 0.961
2 O 0.1894 -2.4605 0.9982  H6 0.970, H12 0.950
3 O -1.8010 1.0916 1.3249  H14 0.967, H16 0.960
4 N 0.0974 -0.2070 -0.6145  C5 1.513, H7 1.023, H10 1.031, H13 1.029
5 C -0.8882 -0.5553 -1.7082  N4 1.513, H8 1.084, H9 1.088, H11 1.091
6 H 0.5830 -2.9525 1.7352  O2 0.970
7 H 0.7581 0.5452 -0.8270  N4 1.023
8 H -1.3912 -1.4550 -1.3725  C5 1.084
9 H -1.4744 0.3302 -1.9432  C5 1.088
10 H -0.4186 0.1723 0.1939  N4 1.031
11 H -0.2675 -0.6365 -2.6022  C5 1.091
12 H -0.4162 -3.0173 0.5223  O2 0.950
13 H 0.5973 -0.9840 -0.1606  N4 1.029
14 H -1.3648 1.2606 2.1712  O3 0.967
15 H 2.5684 1.8928 0.5296  O1 0.947
16 H -2.4496 1.7980 1.2895  O3 0.960
17 H 2.9617 2.1633 -0.9347  O1 0.961



Most stable pick: x. Distance to second place: 0.114 eV.